Record 1
{"formula": "C7H24CoN4O5", "method": "ωB97M-V with the def2-TZVPD basis set", "elements": ["O", "H", "Co", "N", "N", "O", "O", "C", "C", "C", "C", "H", "H", "H", "H", "H", "H", "H", "H", "O", "H", "H", "C", "H", "H", "H", "O", "H", "H", "N", "C", "C", "N", "H", "H", "H", "H", "H", "H", "H", "H"], "coordinates": [[0.7416, 3.6825, 0.6510], [0.3435, 4.4215, 1.1223], [-0.6232, 0.2321, -0.3608], [-1.3112, -0.2450, -2.0690], [0.7380, -0.8644, -1.0388], [-2.2843, 0.4815, -2.7502], [2.0662, -0.7321, -0.5742], [-0.6513, -1.1222, -2.8449], [0.5627, -1.5261, -2.2046], [-1.0886, -1.5853, -4.1855], [1.4824, -2.5919, -2.6878], [-1.9571, -1.0029, -4.5319], [-1.3491, -2.6630, -4.1436], [-0.2428, -1.4687, -4.8941], [1.9755, -3.1087, -1.8474], [2.2518, -2.2327, -3.3977], [0.8768, -3.3359, -3.2284], [-2.3922, 1.3267, -2.2557], [2.5745, -1.4583, -0.9992], [-2.0185, -2.2951, 1.3580], [-2.6905, -2.8930, 1.7289], [-1.3735, -2.8829, 0.9334], [1.9684, 3.9587, 0.0247], [2.7594, 4.2934, 0.6839], [1.8776, 4.5696, -0.9068], [2.1893, 2.9175, -0.2771], [-0.6530, 2.1368, -0.7412], [-0.1591, 2.8148, -0.1611], [-0.3634, 2.2988, -1.6452], [0.7566, 0.7252, 1.1719], [0.0723, 0.4578, 2.4564], [-1.3469, 0.9506, 2.3393], [-1.9662, 0.4484, 1.0673], [1.6046, 0.1655, 1.0696], [1.0047, 1.7215, 1.1434], [0.0619, -0.6296, 2.6229], [0.5877, 0.9477, 3.3011], [-1.9603, 0.6562, 3.1988], [-1.3941, 2.0337, 2.2926], [-2.3701, -0.4799, 1.2287], [-2.7149, 1.0724, 0.7480]], "atomic_forces_ev_per_a": [[-1.05, 0.93, 1.25], [0.17, 0.25, -0.05], [0.36, -0.06, 1.06], [-0.52, -0.74, -2.40], [1.72, -1.46, -0.88], [-0.99, 0.90, -0.10], [0.88, -1.24, -0.57], [0.18, 0.45, 1.29], [-0.62, 0.59, 0.39], [0.07, -0.18, -0.43], [0.04, -0.25, -0.53], [0.44, -0.36, 0.09], [0.04, 0.54, -0.13], [-0.59, -0.10, 0.21], [-0.13, 0.11, -0.31], [-0.25, -0.11, 0.36], [0.35, 0.12, 0.16], [0.13, -1.01, -0.38], [-0.17, 0.60, 0.47], [-0.12, -0.86, 0.15], [0.32, 0.26, -0.17], [-0.21, 0.26, 0.09], [0.61, -1.32, -1.69], [-0.13, 0.29, 0.21], [-0.01, -0.21, 0.94], [0.82, 0.66, -0.34], [0.17, 2.06, -0.49], [-0.53, -0.53, -0.58], [-0.04, 0.12, -0.18], [0.34, 0.47, 1.39], [0.49, -0.14, 0.00], [-1.06, -0.03, -0.25], [-1.06, 0.13, 1.22], [-0.26, 0.25, 0.03], [0.05, -0.68, 0.11], [0.09, 0.31, -0.01], [-0.30, -0.29, -0.16], [0.23, 0.00, -0.06], [0.19, 0.26, 0.02], [0.08, 0.33, -0.08], [0.29, -0.29, 0.36]], "spin_multiplicity": 5, "energy_ha": -2258.767793, "charge": 1}


Record 2
{"formula": "C7H24NO6V", "method": "ωB97M-V with the def2-TZVPD basis set", "elements": ["V", "C", "O", "H", "H", "H", "C", "O", "H", "H", "H", "C", "O", "H", "H", "H", "C", "C", "C", "O", "C", "N", "H", "H", "H", "H", "H", "H", "H", "H", "H", "H", "H", "O", "H", "H", "O", "H", "H"], "coordinates": [[18.2941, 20.3832, -11.0721], [21.4716, 19.4139, -10.3652], [20.3259, 20.1460, -9.9960], [21.2661, 18.9770, -11.3425], [22.3109, 20.0599, -10.6230], [21.9161, 18.6588, -9.7169], [18.3273, 17.4329, -12.7748], [17.6556, 18.4267, -12.0852], [18.0472, 16.4191, -12.4887], [18.2054, 17.4675, -13.8574], [19.4127, 17.3746, -12.6933], [17.5435, 23.5348, -9.5632], [18.3822, 22.4298, -9.7692], [17.9274, 24.1660, -8.7617], [17.6335, 24.1631, -10.4493], [16.5502, 23.1836, -9.2837], [20.2126, 20.2190, -14.2370], [20.3100, 21.5275, -13.4623], [20.5595, 22.7578, -14.3124], [20.9443, 23.8533, -13.5151], [21.4984, 24.9663, -14.2297], [19.1802, 21.7222, -12.6747], [21.1020, 20.0325, -14.8389], [19.3069, 20.1660, -14.8412], [20.1546, 19.3990, -13.5213], [21.2036, 21.4529, -12.8426], [19.8181, 23.1667, -14.9989], [21.3447, 22.4657, -15.0097], [20.8755, 25.2834, -15.0661], [22.4613, 24.7531, -14.6940], [21.7067, 25.7588, -13.5109], [19.5682, 22.5990, -12.3574], [18.5223, 21.9773, -13.3973], [16.7467, 19.6411, -9.4848], [16.5333, 19.8839, -8.5838], [16.5725, 18.7009, -9.5276], [16.3445, 21.2502, -11.8741], [15.5083, 21.1199, -12.3213], [16.3467, 22.1769, -11.6344]], "atomic_forces_ev_per_a": [[1.21, 0.24, 1.29], [-1.62, 1.39, -1.23], [-0.10, -0.85, -0.28], [0.15, -0.99, -0.38], [0.60, 0.69, 0.23], [-0.44, -0.38, 0.64], [-0.14, 0.35, 0.27], [0.65, 0.75, 0.34], [-0.52, -0.46, 0.24], [-0.44, 0.16, -0.67], [0.70, 0.49, 0.51], [1.99, -1.95, -0.40], [-0.61, -0.51, -0.48], [-0.05, 0.29, 0.59], [-0.97, 0.66, -0.52], [-0.86, 0.52, -0.17], [0.27, -0.04, 0.04], [2.33, -1.73, -2.19], [1.35, 0.29, -1.49], [0.73, 0.82, 0.21], [0.06, -0.80, 0.33], [-0.85, 0.70, 0.93], [-0.05, 0.09, -0.25], [-0.02, 0.06, -0.19], [-0.12, 0.07, 0.10], [0.02, -0.02, 0.34], [-1.11, -0.64, 0.05], [0.70, 0.12, -0.07], [-0.49, 0.23, 0.18], [0.27, -0.56, 0.05], [-0.48, 0.00, -0.05], [-1.61, 0.83, 1.98], [-1.11, 0.11, 0.32], [-0.13, -0.12, -0.07], [0.36, 0.45, 0.17], [0.15, -0.42, -0.46], [-0.06, 0.27, -0.27], [-0.04, -0.54, -0.10], [0.28, 0.42, 0.48]], "spin_multiplicity": 4, "energy_ha": -1731.214171, "relative_energy_kcal_mol": 0.0, "charge": -1}


Record 3
{"formula": "C7H24O6", "method": "ωB97M-V with the def2-TZVPD basis set", "elements": ["C", "C", "C", "C", "C", "C", "C", "H", "H", "H", "H", "H", "H", "H", "H", "H", "H", "H", "H", "O", "H", "H", "O", "H", "H", "O", "H", "H", "O", "H", "H", "O", "H", "H", "O", "H", "H"], "coordinates": [[2.2419, -0.2042, 1.3931], [1.3562, -0.8236, 2.1553], [-0.0995, -0.8201, 1.7960], [-0.9570, -0.1173, 2.5269], [-0.4521, -1.5883, 0.5472], [-0.3255, -0.8414, -0.7968], [-0.9320, 0.5429, -0.8528], [1.9501, 0.4577, 0.5921], [3.3136, -0.1963, 1.5508], [1.6129, -1.4743, 2.9849], [-2.0206, 0.0000, 2.3782], [-0.5352, 0.4839, 3.3267], [-0.0129, -2.5824, 0.6334], [-1.5401, -1.7293, 0.6263], [-0.6326, -1.5628, -1.5486], [0.7596, -0.7021, -0.9034], [-1.4204, 0.8209, 0.0883], [-1.7075, 0.5900, -1.6151], [-0.2117, 1.3419, -0.9972], [3.8832, -0.3218, -2.1212], [3.4476, 0.3558, -2.6488], [3.7175, -1.1201, -2.6509], [-3.4772, -0.0631, -2.6561], [-3.1942, 0.6682, -2.1178], [-4.1241, -0.6919, -2.3451], [2.0346, 3.0619, 2.6564], [2.6711, 3.7095, 2.3375], [2.0035, 2.4011, 1.9557], [-1.8068, 3.8925, -0.6933], [-0.8490, 3.9223, -0.6084], [-2.1414, 4.7106, -0.3143], [2.9225, -2.7817, -2.9707], [2.0943, -2.9151, -3.4423], [2.6922, -2.7497, -2.0343], [-3.9527, -1.2287, 1.0637], [-4.6114, -0.5274, 1.1278], [-3.2788, -0.8683, 0.4776]], "atomic_forces_ev_per_a": [[0.70, 0.51, 0.28], [-0.63, -0.33, -0.52], [0.40, 0.38, -0.21], [0.47, 0.48, 0.33], [-2.26, 0.47, 0.81], [2.49, -0.57, 0.84], [-1.09, 0.13, 0.39], [-0.33, -0.10, -0.29], [-0.02, -0.30, 0.27], [0.35, 0.13, 0.02], [-0.04, -0.36, -0.27], [-0.15, -0.10, 0.18], [0.26, 0.05, -0.65], [0.15, -0.49, 0.22], [-0.28, 0.36, -0.37], [-0.07, -0.19, -0.53], [0.00, -0.18, 0.01], [0.72, 0.16, 0.02], [0.18, -0.08, -0.32], [-0.16, 0.07, -0.27], [0.09, 0.15, 0.15], [0.10, 0.01, 0.14], [0.48, -0.49, -1.85], [-0.93, -0.06, 0.77], [-0.15, 0.49, 0.87], [0.03, 0.08, -0.18], [0.01, 0.03, 0.08], [-0.05, -0.14, 0.14], [-0.09, -0.16, -0.09], [-0.07, 0.12, 0.09], [0.14, 0.00, 0.02], [0.02, -0.13, 0.02], [-0.01, 0.01, 0.05], [-0.10, -0.08, -0.05], [-0.16, 0.16, -0.10], [0.01, -0.09, 0.04], [0.01, 0.01, -0.02]], "energy_ha": -732.457845, "relative_energy_kcal_mol": 57.2, "smiles": "C=CC(=C)CCC.O.O.O.O.O.O"}


Record 4
{"formula": "C7H25N3O10", "method": "ωB97M-V with the def2-TZVPD basis set", "elements": ["C", "N", "O", "O", "H", "H", "H", "C", "N", "O", "O", "H", "H", "H", "C", "N", "O", "O", "H", "H", "H", "C", "O", "H", "H", "H", "H", "C", "O", "H", "H", "H", "H", "C", "O", "H", "H", "H", "H", "C", "O", "H", "H", "H", "H"], "coordinates": [[0.1190, -0.9134, -0.0423], [-1.1116, -0.0460, -0.0612], [-1.3980, 0.4989, -1.1042], [-1.7126, 0.0916, 0.9841], [-0.0439, -1.5375, 0.8291], [0.9249, -0.1929, 0.0634], [0.1142, -1.5360, -0.9296], [-3.0688, 3.4312, -0.3303], [-3.8551, 3.9554, -1.4767], [-4.8681, 4.5905, -1.2034], [-3.4693, 3.7180, -2.5865], [-2.8815, 2.3833, -0.5381], [-3.6642, 3.5443, 0.5679], [-2.1803, 4.0381, -0.1728], [2.9859, -3.6532, -2.6462], [1.5922, -3.1992, -2.9300], [0.6864, -3.8204, -2.4260], [1.4854, -2.2354, -3.6516], [3.5288, -3.6354, -3.5872], [2.9794, -4.6661, -2.2622], [3.4401, -2.9428, -1.9632], [0.9215, 3.2102, -0.9514], [0.8095, 4.5469, -1.3543], [0.7802, 3.0747, 0.1374], [0.1039, 2.6026, -1.3605], [1.8589, 2.7001, -1.1826], [1.6446, 4.8484, -1.7162], [-4.2498, 1.7220, 3.1851], [-3.7694, 2.7231, 4.0900], [-3.4264, 1.0758, 2.8776], [-5.0089, 1.1019, 3.6753], [-4.7120, 2.2217, 2.3422], [-3.2193, 2.2798, 4.7401], [3.7163, -0.7450, 0.3138], [3.1725, 0.5580, 0.2200], [2.9350, -1.5140, 0.3564], [4.2879, -0.9241, -0.5966], [4.3745, -0.8518, 1.1758], [2.9900, 0.9079, 1.0958], [1.2769, -4.8518, 1.1967], [1.5069, -3.7726, 2.0983], [2.2007, -5.4280, 1.1503], [0.4707, -5.5112, 1.5262], [1.0595, -4.5197, 0.1742], [0.6738, -3.3277, 2.2737]], "atomic_forces_ev_per_a": [[-1.15, 0.06, 0.47], [0.18, -0.08, -0.35], [-0.03, -0.04, -0.03], [-0.08, 0.01, 0.13], [0.47, 0.04, 0.14], [0.37, -0.35, -0.19], [0.24, 0.32, -0.27], [-0.26, -0.08, 0.54], [-0.85, 0.64, 0.96], [0.45, -0.23, -0.20], [0.36, -0.18, -0.69], [0.39, 0.07, -0.01], [-0.24, -0.04, -0.09], [0.19, -0.16, -0.52], [0.29, -0.22, -0.39], [0.78, -0.09, -0.15], [-0.44, -0.07, 0.25], [-0.23, 0.16, 0.02], [-0.06, 0.16, -0.02], [-0.21, 0.08, 0.24], [-0.10, 0.00, 0.11], [-0.55, -1.35, 0.79], [0.08, 0.26, -0.05], [0.21, 0.51, -0.09], [0.16, 0.26, -0.38], [0.08, 0.31, -0.27], [0.00, -0.01, 0.02], [0.14, -0.11, 0.79], [-0.11, -0.04, -0.27], [-0.10, 0.03, -0.35], [-0.02, 0.02, -0.11], [0.09, 0.05, -0.13], [-0.01, 0.05, 0.05], [-0.03, -0.22, -0.11], [-0.20, 0.22, -0.13], [0.00, 0.05, 0.20], [0.11, 0.10, 0.04], [0.03, -0.07, -0.01], [0.07, -0.08, 0.06], [0.12, -0.04, -0.19], [0.00, -0.02, -0.17], [-0.04, -0.01, 0.12], [0.03, 0.03, 0.07], [-0.08, 0.12, 0.13], [-0.04, -0.07, 0.02]], "energy_ha": -1197.992973, "relative_energy_kcal_mol": 9.6, "smiles": "C[N+](=O)[O-].C[N+](=O)[O-].C[N+](=O)[O-].CO.CO.CO.CO"}


Record 5
{"formula": "C7H25N3O10", "method": "ωB97M-V with the def2-TZVPD basis set", "elements": ["C", "N", "O", "O", "H", "H", "H", "C", "N", "O", "O", "H", "H", "H", "C", "N", "O", "O", "H", "H", "H", "C", "O", "H", "H", "H", "H", "C", "O", "H", "H", "H", "H", "C", "O", "H", "H", "H", "H", "C", "O", "H", "H", "H", "H"], "coordinates": [[4.7534, 0.0788, 0.6421], [6.0576, -0.0489, -0.0593], [6.2324, -1.0391, -0.7335], [6.8667, 0.8426, 0.0873], [4.5983, 1.1242, 0.8745], [4.8130, -0.5434, 1.5311], [3.9960, -0.3108, -0.0355], [-3.4309, 0.1402, 1.9454], [-4.5489, 0.9288, 1.4224], [-4.3913, 2.1138, 1.2574], [-5.5782, 0.3426, 1.1571], [-3.8407, -0.7722, 2.3724], [-2.9822, 0.6955, 2.7636], [-2.7839, -0.1330, 1.1185], [0.6167, 0.9439, -1.0035], [0.0712, 0.9849, 0.3645], [-0.2746, -0.0522, 0.8940], [-0.0587, 2.0820, 0.8640], [0.3135, 1.8481, -1.5159], [0.2277, 0.0552, -1.4901], [1.7004, 0.8458, -1.0034], [3.3778, -2.7932, -1.5840], [2.4588, -1.7573, -1.3298], [4.3570, -2.3624, -1.7764], [3.4472, -3.4943, -0.7501], [3.1252, -3.3470, -2.4951], [1.5595, -2.1143, -1.1950], [-3.1015, 1.1240, -2.6144], [-1.8248, 1.4859, -3.0884], [-3.1095, 0.1839, -2.0508], [-3.4819, 1.9289, -1.9917], [-3.8072, 0.9878, -3.4430], [-1.3758, 0.7871, -3.5655], [-1.8209, 3.6216, 3.0472], [-2.5954, 4.5154, 3.8448], [-2.3590, 3.3338, 2.1383], [-0.9320, 4.1453, 2.7064], [-1.5722, 2.7019, 3.5838], [-3.3899, 4.0372, 4.1001], [-0.0850, -4.1814, -0.8128], [-0.1492, -2.8349, -1.2733], [0.5186, -4.2511, 0.0990], [-1.0811, -4.5865, -0.6204], [0.3779, -4.8441, -1.5440], [-0.8944, -2.4130, -0.8378]], "atomic_forces_ev_per_a": [[-0.19, -0.12, -0.29], [0.15, 0.30, 0.00], [0.02, -0.25, -0.07], [0.00, 0.03, 0.06], [0.05, 0.02, 0.14], [-0.02, 0.07, 0.04], [-0.04, -0.06, 0.10], [-0.07, -0.80, 0.87], [-0.83, -0.03, -0.38], [0.37, 0.53, 0.03], [-0.09, -0.30, -0.01], [-0.14, 0.00, -0.18], [0.46, 0.19, -0.46], [0.29, 0.40, 0.12], [0.20, -0.39, -0.75], [-0.27, 0.68, 0.00], [0.05, -0.45, 0.02], [0.16, -0.07, 0.17], [-0.07, 0.03, 0.06], [-0.08, 0.03, 0.03], [-0.01, 0.06, 0.41], [0.03, -0.35, -0.47], [-0.30, 0.47, 0.25], [0.01, 0.14, 0.26], [0.08, -0.05, 0.06], [-0.17, -0.10, 0.07], [0.37, 0.02, -0.17], [-0.49, -0.52, -0.51], [0.47, 0.59, 0.32], [0.15, 0.10, 0.14], [0.17, 0.04, 0.09], [0.02, 0.06, 0.05], [-0.34, -0.29, -0.08], [-0.44, 0.05, -0.47], [0.14, -0.26, -0.02], [-0.05, 0.01, 0.08], [0.14, -0.04, 0.33], [0.28, 0.12, 0.09], [-0.04, 0.16, 0.01], [0.00, -0.46, 0.43], [-0.04, -0.21, -0.25], [-0.16, 0.05, 0.01], [0.03, 0.09, 0.07], [0.04, 0.40, -0.28], [0.11, 0.12, 0.09]], "energy_ha": -1198.008227, "relative_energy_kcal_mol": 0.0, "smiles": "C[N+](=O)[O-].C[N+](=O)[O-].C[N+](=O)[O-].CO.CO.CO.CO"}


Record 6
{"formula": "C7H26InN10O7", "method": "ωB97M-V with the def2-TZVPD basis set", "elements": ["In", "C", "C", "O", "O", "H", "H", "H", "H", "H", "H", "C", "O", "N", "N", "H", "H", "H", "H", "C", "O", "N", "N", "H", "H", "H", "H", "C", "O", "N", "N", "H", "H", "H", "H", "C", "O", "N", "N", "H", "H", "H", "H", "C", "O", "N", "N", "H", "H", "H", "H"], "coordinates": [[0.4788, 0.2491, -0.2154], [-0.7718, 3.2905, -2.1970], [0.4866, 3.8888, -1.5670], [0.7500, 3.1677, -0.3538], [-0.6619, 1.8603, -2.5059], [-0.9840, 3.8853, -3.0854], [-1.5753, 3.4303, -1.4739], [0.2872, 4.9464, -1.3943], [1.3280, 3.8719, -2.2596], [1.5340, 3.5966, -0.0032], [-1.0336, 1.6781, -3.3720], [-1.3660, -2.3913, -2.8749], [-0.7241, -1.6940, -2.1385], [-1.2103, -3.6729, -3.0589], [-2.3926, -1.9985, -3.5888], [-1.7825, -4.2697, -3.6390], [-0.4259, -3.9841, -2.5039], [-2.9483, -2.7238, -4.0193], [-2.7849, -1.0687, -3.6298], [-3.6448, 0.5702, -0.9348], [-2.4709, 0.4335, -0.6136], [-4.6267, 0.3820, -0.1332], [-4.1091, 0.9366, -2.1040], [-5.5203, 0.0861, -0.4993], [-4.2979, 0.0111, 0.7468], [-5.0964, 1.0619, -2.2763], [-3.4682, 0.9620, -2.8842], [-0.8736, -3.0884, 1.6553], [-0.8769, -1.9744, 1.2023], [-0.7271, -3.4013, 2.8946], [-0.7459, -4.1331, 0.9703], [-0.6885, -4.3439, 3.2556], [-0.7799, -2.5255, 3.3948], [-0.6244, -4.9176, 1.5948], [-0.7943, -4.2221, -0.0346], [4.0518, 1.9136, 0.7244], [2.9122, 1.5489, 0.5274], [4.7950, 1.5564, 1.7042], [4.6707, 2.7265, -0.0146], [5.7173, 1.9581, 1.7947], [4.3767, 0.9543, 2.3989], [4.1483, 3.0189, -0.8281], [5.6741, 2.7529, 0.0980], [2.0589, -0.4936, 3.4106], [1.9989, -0.2333, 2.2344], [2.9287, -1.3213, 3.9658], [1.2575, 0.0388, 4.2417], [3.0287, -1.2320, 4.9669], [3.6589, -1.6407, 3.3455], [0.4775, 0.5333, 3.8327], [1.3863, 0.0200, 5.2433]], "atomic_forces_ev_per_a": [[-0.72, 0.13, 0.21], [0.20, -0.05, -0.03], [-0.68, -0.97, -1.04], [-0.31, -0.03, -0.29], [0.42, 1.02, 1.13], [-0.10, -0.25, -0.12], [-0.17, -0.20, -0.05], [-0.20, 0.03, 0.49], [0.21, -0.38, 0.08], [0.43, -0.49, 0.63], [0.28, 0.00, -0.26], [-2.41, 0.15, -1.47], [2.94, 1.95, 2.62], [2.44, -2.69, 1.47], [-2.93, 1.74, -1.79], [0.46, 0.05, 0.21], [-0.14, -1.03, -0.60], [-0.06, 0.53, -0.16], [0.40, -0.32, 0.27], [0.40, 0.85, -1.76], [2.44, -0.49, 0.95], [-1.94, -1.49, 4.17], [0.80, 0.75, -3.61], [0.03, 0.02, 0.44], [-0.79, 0.00, 0.34], [0.30, 0.07, -0.08], [-0.39, 0.29, 0.10], [1.68, -0.78, -0.43], [-0.59, 5.66, -1.20], [-0.33, 2.51, 4.48], [-0.01, -5.35, -3.97], [-0.25, 0.64, 0.51], [0.11, -0.85, 1.50], [-0.02, -0.84, -1.62], [-0.07, 0.05, 0.36], [0.32, -1.27, 1.12], [-4.58, -0.77, -1.21], [1.17, -2.34, 4.02], [1.28, 3.50, -4.30], [-0.23, -0.42, 0.66], [0.61, 0.11, 0.05], [0.98, 0.27, -0.28], [-0.21, 0.78, -0.87], [0.95, -1.45, 1.71], [-0.16, 0.23, -5.30], [1.46, -0.67, -0.52], [-3.67, 2.41, 2.58], [0.63, -0.55, -0.19], [0.27, -0.29, 0.61], [0.13, 0.27, 0.58], [-0.36, -0.05, -0.16]], "energy_ha": -1545.645748, "charge": 3}